Record 1
The following is a quantum chemistry calculation of C4H9NO2 in the gas phase, from the OMol25 dataset.

Results
SMILES   NCCCC(=O)O
Energy above the lowest of the compared OMol25 structures with the same formula, charge and spin   28.7 kcal/mol
E_tot   -363.03973 a.u.
Charge   0
Lowest unoccupied orbital energy   0.63 eV
Spin multiplicity   1
Maximum force   1.250 eV/A
Kohn-Sham gap   0.358 Ha
HOMO   -9.12 eV

```
16
Properties=species:S:1:pos:R:3:lowdin_charge:R:1
O 1.12 0.05 1.70 0.12
C 0.11 -0.57 1.57 -0.49
O -0.80 -0.71 2.59 0.07
C -0.38 -1.19 0.27 -0.11
C -0.57 -0.34 -0.99 -0.18
C 0.56 0.62 -1.41 -0.29
N 0.93 1.76 -0.57 -0.01
H -1.05 0.17 2.90 0.12
H 0.31 -1.99 0.00 0.12
H -1.29 -1.74 0.51 0.11
H -0.67 -1.02 -1.83 0.11
H -1.49 0.26 -0.91 0.11
H 1.48 0.08 -1.56 0.11
H 0.18 1.06 -2.32 0.10
H 0.06 2.13 -0.16 0.07
H 1.49 1.44 0.20 0.04
```

Record 2
The following is a quantum chemistry calculation of 2 unconnected molecules or ions with the total composition C3H5Cl2O4S, from the OMol25 dataset.

Results
Energy above the lowest of the compared OMol25 structures with the same formula, charge and spin   1.0 kcal/mol
E_tot   -1736.93162 a.u.
Charge   -1
Lowest unoccupied orbital energy   3.53 eV
Spin multiplicity   1
Maximum force   4.187 eV/A
Kohn-Sham gap   0.355 Ha
HOMO   -6.13 eV

```
15
Properties=species:S:1:pos:R:3:lowdin_charge:R:1
C 0.11 0.25 -1.58 -0.08
C -0.13 -1.18 -0.94 -0.19
C 0.83 -1.74 0.09 -0.83
O 0.85 1.93 1.42 -0.45
O -1.50 2.00 0.55 -0.38
O -0.67 0.06 1.71 -0.46
O 0.80 -2.89 0.26 0.03
S -0.51 1.47 1.47 0.05
Cl 1.97 -0.77 1.01 0.73
Cl -0.98 2.09 3.37 0.26
H -0.16 1.03 -0.87 0.01
H 1.11 0.44 -1.87 0.04
H -0.47 0.37 -2.60 0.10
H -0.21 -1.95 -1.61 0.07
H -1.03 -1.12 -0.42 0.08
```

Record 3
The following is a quantum chemistry calculation of 2 unconnected molecules or ions with the total composition C11H17BrNO2S, from the OMol25 dataset.

Results
Energy above the lowest of the compared OMol25 structures with the same formula, charge and spin   104.2 kcal/mol
E_tot   -3606.31815 a.u.
Charge   +1
Lowest unoccupied orbital energy   -4.26 eV
Spin multiplicity   1
Maximum force   5.239 eV/A
Kohn-Sham gap   0.277 Ha
HOMO   -11.78 eV

```
33
Properties=species:S:1:pos:R:3:lowdin_charge:R:1
C -0.33 3.48 1.17 -0.08
C -0.20 2.10 0.33 -0.20
C -1.45 1.36 -0.21 0.00
C -1.37 0.03 -1.03 -0.01
C 0.04 -0.56 -1.28 -0.02
C 1.28 0.16 -0.71 -0.19
C 2.71 -0.50 -0.94 -0.17
N 3.40 -0.99 0.31 -0.44
S 4.27 0.30 1.15 0.91
C 2.51 -1.69 1.30 -0.20
C 1.91 -3.09 0.75 -0.67
O 0.78 -3.24 0.26 0.03
Br 3.14 -4.66 0.93 0.71
C 1.21 1.51 0.09 -0.01
H -0.97 3.21 2.10 0.09
H 0.70 3.76 1.55 0.07
H -0.82 4.31 0.57 0.09
H -2.49 1.80 -0.03 0.11
H -2.27 -0.52 -1.43 0.08
H 0.22 -1.54 -1.85 0.11
H 3.39 0.33 -1.38 0.13
H 2.67 -1.31 -1.77 0.16
H 4.11 -1.71 0.00 0.15
H 3.45 0.57 2.24 -0.04
H 1.70 -1.02 1.75 0.16
H 3.18 -1.99 2.19 0.13
H 2.14 2.05 0.48 0.08
C -5.68 -0.06 -1.20 -0.15
O -4.56 -0.94 -1.18 -0.15
H -5.49 0.75 -1.90 0.08
H -6.57 -0.61 -1.53 0.08
H -5.85 0.35 -0.20 0.08
H -4.76 -1.64 -0.55 0.08
```

Record 4
The following is a quantum chemistry calculation of C8H5N5O2S in the gas phase, from the OMol25 dataset.

Results
SMILES   O=[N+]([O-])c1ccc(C2=NN2n2ccnc2)s1
Energy above the lowest of the compared OMol25 structures with the same formula, charge and spin   5.1 kcal/mol
E_tot   -1129.98823 a.u.
Charge   0
Lowest unoccupied orbital energy   -2.38 eV
Spin multiplicity   1
Maximum force   10.934 eV/A
Kohn-Sham gap   0.241 Ha
HOMO   -8.94 eV

```
21
Properties=species:S:1:pos:R:3:lowdin_charge:R:1
O -4.36 -0.29 -0.08 0.06
O -3.73 0.60 -1.99 0.07
N 2.44 2.88 1.70 0.05
N 1.10 -1.18 2.85 0.24
S -1.72 -0.90 0.98 1.16
C 1.78 1.82 2.13 -0.15
C 3.53 2.40 1.02 -0.17
C 0.22 -0.04 -0.54 -0.04
C -1.05 0.33 -1.23 0.00
C -0.02 -0.70 0.61 -0.49
C 3.52 1.06 1.01 -0.09
C -2.16 -0.06 -0.50 -0.45
C 0.96 -1.17 1.50 -0.27
N 2.41 0.65 1.73 -0.04
N -3.48 0.08 -0.87 -0.38
N 2.05 -0.71 1.96 -0.09
H 0.89 1.89 2.75 0.12
H 4.29 3.03 0.57 0.10
H 1.23 0.17 -0.88 0.13
H -1.09 0.83 -2.20 0.13
H 4.31 0.42 0.59 0.12
```

Record 5
The following is a quantum chemistry calculation of a molecular structure, C4H5Cl3NP, from the OMol25 dataset.

Results
Energy above the lowest of the compared OMol25 structures with the same formula, charge and spin   17.8 kcal/mol
E_tot   -1932.02426 a.u.
Charge   0
Lowest unoccupied orbital energy   -1.31 eV
Spin multiplicity   1
Maximum force   3.528 eV/A
Kohn-Sham gap   0.313 Ha
HOMO   -9.84 eV

```
14
Properties=species:S:1:pos:R:3:lowdin_charge:R:1
C -0.13 0.90 -0.02 -0.75
C -0.50 2.06 0.91 -1.27
C -1.04 -0.34 0.05 -0.17
C 1.37 0.57 0.01 -0.65
N -0.97 2.92 -0.08 -0.35
P -0.73 2.11 -1.41 1.06
Cl -1.78 1.58 2.11 0.62
Cl 0.91 2.88 1.76 0.58
Cl 1.86 -0.18 1.53 0.58
H -0.77 -0.92 -0.95 0.13
H -2.04 -0.17 -0.20 0.03
H -1.10 -0.83 1.03 0.07
H 2.01 1.35 -0.15 0.01
H 1.75 -0.06 -0.89 0.12
```

Record 6
The following is a quantum chemistry calculation of 2 unconnected molecules or ions with the total composition C3H3N2O3, from the OMol25 dataset.

Results
Energy above the lowest of the compared OMol25 structures with the same formula, charge and spin   58.4 kcal/mol
E_tot   -451.34166 a.u.
Charge   -1
Lowest unoccupied orbital energy   3.77 eV
Spin multiplicity   1
Maximum force   3.995 eV/A
Kohn-Sham gap   0.235 Ha
HOMO   -2.62 eV

```
11
Properties=species:S:1:pos:R:3:lowdin_charge:R:1
C 0.85 -0.09 -1.08 -0.17
C -0.27 1.08 2.81 -0.47
C -0.38 -0.52 -1.18 -0.55
N 2.06 0.06 -0.85 0.07
N -0.47 0.22 2.03 0.20
O -0.67 -0.83 -2.62 -0.08
O 0.08 1.86 3.60 0.09
O -1.35 -0.35 -0.36 -0.15
H 2.55 -0.73 -0.66 -0.03
H -1.65 -0.91 -2.71 0.07
H -0.75 0.22 1.02 0.03
```